39
Properties=species:S:1:pos:R:3 method="wB97M-V/def2-TZVPD" total_charge=0 molar_mass_da=515.07 lumo_energy_ev=-1.0
Li 0.550 0.138 0.290
Br -3.851 0.733 -5.909
C -2.379 0.663 -4.725
C -1.104 0.913 -5.212
C -0.025 0.862 -4.349
C -0.216 0.563 -3.002
C -1.503 0.321 -2.531
C -2.589 0.367 -3.390
N 0.815 0.483 -2.033
C 2.044 0.567 -2.317
C 3.056 0.469 -1.239
C 4.406 0.628 -1.495
C 5.295 0.543 -0.432
C 4.804 0.304 0.839
C 3.432 0.154 1.005
N 2.582 0.230 -0.013
H -0.961 1.149 -6.258
H 0.962 1.068 -4.743
H -1.634 0.091 -1.479
H -3.588 0.177 -3.023
H 2.427 0.709 -3.330
H 4.751 0.818 -2.504
H 6.358 0.664 -0.597
H 5.464 0.234 1.692
H 2.986 -0.031 1.976
I -4.738 -1.931 6.672
C -3.436 -1.386 5.126
C -2.139 -1.000 5.434
C -1.282 -0.645 4.403
C -1.715 -0.675 3.085
C -3.017 -1.062 2.795
C -3.887 -1.420 3.814
C -0.774 -0.296 1.977
O 0.409 0.035 2.267
O -1.198 -0.326 0.782
H -1.804 -0.978 6.462
H -0.265 -0.338 4.609
H -3.334 -1.077 1.761
H -4.902 -1.722 3.592

---

47
Properties=species:S:1:pos:R:3 method="wB97M-V/def2-TZVPD" total_charge=+1 molar_mass_da=626.05 lumo_energy_ev=-3.2
In 0.437 1.661 0.312
N 1.474 3.768 0.555
C 0.398 4.785 0.560
C -0.862 4.301 -0.148
O -1.685 5.095 -0.505
O -0.987 2.988 -0.280
H 2.101 3.889 1.342
H 2.048 3.870 -0.278
H 0.706 5.725 0.109
H 0.115 4.990 1.594
Cl 0.578 1.720 3.041
C 1.411 0.202 3.578
Cl 0.912 -1.205 2.662
H 1.129 0.077 4.615
H 2.471 0.374 3.444
F 5.610 2.296 -3.830
C 4.794 1.950 -2.843
C 5.310 1.480 -1.644
F 6.623 1.383 -1.493
C 4.471 1.113 -0.607
F 4.996 0.671 0.535
C 3.090 1.197 -0.739
O 2.265 0.828 0.254
C 2.611 1.668 -1.957
F 1.248 1.757 -2.094
C 3.426 2.048 -3.004
F 2.905 2.492 -4.141
N -4.268 -8.072 -0.529
C -3.950 -6.975 -0.415
C -3.551 -5.596 -0.267
C -4.452 -4.577 -0.564
C -4.071 -3.255 -0.420
C -2.795 -2.965 0.033
C -1.891 -3.970 0.336
C -2.268 -5.291 0.176
N -2.405 -1.592 0.191
C -3.197 -0.566 0.675
C -2.426 0.545 0.682
N -1.166 0.204 0.207
C -1.193 -1.089 -0.063
H -5.441 -4.822 -0.924
H -4.754 -2.460 -0.690
H -0.904 -3.733 0.712
H -1.575 -6.088 0.406
H -4.220 -0.719 0.970
H -2.687 1.557 0.934
H -0.383 -1.661 -0.483

---

47
Properties=species:S:1:pos:R:3 method="wB97M-V/def2-TZVPD" total_charge=0 molar_mass_da=539.66 smiles="O=C1C=C(O)C(=O)C=C1O.O=C1C=C(O)C(=O)C=C1O.O=C1C=C(O)C(=O)C=C1O.ClC(Cl)Cl" lumo_energy_ev=-2.1
O -3.671 -15.673 -0.510
C -3.957 -16.731 0.001
C -3.968 -17.918 -0.869
C -4.192 -19.177 -0.376
O -3.966 -20.288 -1.119
C -4.640 -19.483 1.046
O -5.216 -20.465 1.304
C -4.697 -18.275 1.918
C -4.410 -17.028 1.418
O -4.452 -15.941 2.264
H -3.599 -17.762 -1.872
H -4.103 -20.983 -0.470
H -5.001 -18.296 2.954
H -4.282 -15.126 1.787
O -7.802 -18.228 -4.187
C -7.846 -18.546 -2.972
C -8.238 -19.836 -2.412
C -8.553 -19.950 -1.083
O -9.135 -21.102 -0.606
C -8.434 -18.870 -0.152
O -8.874 -18.951 0.978
C -7.796 -17.682 -0.655
C -7.417 -17.604 -1.945
O -6.825 -16.465 -2.312
H -8.450 -20.678 -3.054
H -9.354 -20.751 0.261
H -7.585 -16.865 0.018
H -6.747 -16.301 -3.255
O -7.531 -32.810 -2.204
C -7.911 -31.718 -1.710
C -7.693 -30.426 -2.421
C -8.122 -29.245 -1.966
O -7.917 -27.984 -2.534
C -8.812 -29.099 -0.676
O -9.106 -27.989 -0.249
C -8.903 -30.290 0.134
C -8.481 -31.509 -0.298
O -8.735 -32.521 0.572
H -7.168 -30.437 -3.365
H -7.868 -27.354 -1.811
H -9.321 -30.294 1.129
H -8.379 -33.289 0.118
Cl -5.583 -22.959 -2.008
C -6.526 -23.655 -0.685
Cl -5.453 -23.822 0.800
Cl -7.057 -25.296 -1.055
H -7.398 -23.098 -0.341

---

43
Properties=species:S:1:pos:R:3 method="wB97M-V/def2-TZVPD" total_charge=+1 molar_mass_da=666.23 multiplicity=5 lumo_energy_ev="-4.3 / -7.1"
Pt -0.686 -0.318 -0.921
Cl 2.827 0.742 4.873
C 2.466 0.345 3.223
C 1.128 0.163 2.874
C 0.771 -0.141 1.552
N -0.510 -0.346 1.169
C -1.269 0.767 1.098
O -2.363 0.925 1.655
C -0.742 1.942 0.321
C -0.359 3.063 1.055
C 0.101 4.183 0.371
C 0.163 4.145 -1.018
C -0.264 2.995 -1.668
N -0.759 1.914 -1.042
C 1.772 -0.294 0.581
C 3.116 -0.107 0.940
C 3.463 0.210 2.253
Cl 5.144 0.435 2.620
N 1.354 -0.545 -0.680
C 1.783 -1.711 -1.179
O 2.906 -1.962 -1.635
C 0.738 -2.789 -1.222
C 1.128 -4.100 -1.487
C 0.155 -5.098 -1.509
C -1.170 -4.758 -1.255
C -1.469 -3.427 -1.006
N -0.555 -2.446 -1.013
H 0.340 0.255 3.615
H -0.401 3.024 2.136
H 0.430 5.056 0.920
H 0.550 4.982 -1.584
H -0.215 2.904 -2.747
H 3.875 -0.209 0.171
H 2.174 -4.322 -1.655
H 0.437 -6.126 -1.703
H -1.951 -5.505 -1.240
H -2.477 -3.094 -0.782
Cl -2.593 1.068 -0.921
C -4.019 2.111 -0.930
Cl -3.998 3.208 -2.316
H -4.034 2.701 -0.010
H -4.915 1.488 -0.983
H -2.075 -1.328 -0.921

---

89
Properties=species:S:1:pos:R:3 method="wB97M-V/def2-TZVPD" total_charge=0 molar_mass_da=2195.91 lumo_energy_ev=-0.1
C 1.137 2.016 -1.176
C 0.653 0.764 -1.330
O 0.788 0.120 -2.544
S -0.661 -0.584 -3.120
O -0.757 -0.171 -4.490
O -1.765 0.198 -2.174
P -2.985 1.106 -2.988
C -4.531 0.388 -2.241
C -4.702 0.643 -0.731
C -2.953 2.816 -2.285
C -2.000 3.748 -3.035
H 1.849 2.229 -0.380
H 0.879 2.840 -1.836
H 0.174 0.261 -0.487
H -5.365 0.822 -2.797
H -4.426 -0.685 -2.405
H -5.728 0.377 -0.446
H -4.013 0.060 -0.115
H -4.577 1.689 -0.438
H -2.763 2.761 -1.205
H -3.991 3.163 -2.381
H -2.041 3.599 -4.116
H -0.970 3.525 -2.741
H -2.231 4.784 -2.776
C -4.685 5.151 0.918
Cl -4.331 6.677 0.101
Cl -3.187 4.241 1.151
Cl -5.422 5.479 2.489
Cl -5.802 4.203 -0.075
C 0.390 -3.972 -0.744
Cl -1.129 -3.837 0.148
Cl 0.653 -5.659 -1.211
Cl 0.300 -2.948 -2.190
Cl 1.725 -3.425 0.274
C -1.529 -1.620 3.937
Cl -2.874 -2.675 3.478
Cl -0.228 -2.593 4.631
Cl -0.926 -0.769 2.507
Cl -2.079 -0.446 5.131
C 3.549 -1.024 -4.917
Cl 2.407 -2.042 -4.029
Cl 4.096 -1.875 -6.368
Cl 2.755 0.486 -5.377
Cl 4.934 -0.663 -3.881
C 6.623 1.885 -1.127
Cl 4.855 1.882 -1.076
Cl 7.259 1.205 0.375
Cl 7.165 0.906 -2.495
Cl 7.208 3.540 -1.320
C 5.257 0.997 -9.504
Cl 6.989 0.642 -9.505
Cl 4.943 2.399 -10.535
Cl 4.370 -0.401 -10.124
Cl 4.726 1.343 -7.857
C 0.622 2.228 6.659
Cl -0.870 2.420 7.600
Cl 0.827 0.539 6.194
Cl 0.527 3.226 5.204
Cl 1.996 2.744 7.642
C 2.435 -6.080 3.132
Cl 2.533 -7.588 4.042
Cl 0.752 -5.774 2.688
Cl 3.033 -4.750 4.141
Cl 3.426 -6.196 1.672
C -0.667 -2.280 8.897
Cl -1.032 -2.626 10.592
Cl 1.066 -2.493 8.612
Cl -1.575 -3.392 7.866
Cl -1.123 -0.614 8.522
C -4.117 -4.088 -3.278
Cl -4.518 -4.762 -4.860
Cl -5.571 -3.396 -2.546
Cl -3.486 -5.367 -2.237
Cl -2.890 -2.826 -3.473
C 9.910 6.515 -2.323
Cl 8.344 6.620 -1.501
Cl 10.228 4.841 -2.785
Cl 9.881 7.529 -3.769
Cl 11.181 7.078 -1.233
C 2.341 -7.821 8.294
Cl 3.849 -8.612 8.767
Cl 1.650 -6.984 9.689
Cl 2.665 -6.658 7.006
Cl 1.197 -9.036 7.709
C -9.932 2.810 -0.297
Cl -8.441 2.377 -1.147
Cl -9.651 4.257 0.677
Cl -11.207 3.130 -1.476
Cl -10.418 1.475 0.752